Here is CH5O3P as an isolated structure in a non-equilibrium geometry from the Open Molecules 2025 dataset. Energies are from ωB97M-V/def2-TZVPD.

The highest occupied orbital energy (alpha / beta) is -5.477 / -10.751 eV. The total energy is -608.0065 Ha. For the energy relative to the best compared isomer or geometry (same formula, charge and spin), the calculation gives 0.000 eV. The lowest unoccupied orbital energy (alpha / beta) is 0.8 / -2.5 eV. As for the spin multiplicity: 3.

Geometry as XYZ:
```
10
Properties=species:S:1:pos:R:3:mulliken_charge:R:1
C -1.1259 0.1073 0.7988 -0.706
O 0.1739 -0.2224 -2.7049 -0.364
O 2.1859 -0.4850 -0.7156 -0.467
O -0.6305 0.2707 -0.5149 -0.225
P 0.0765 -0.9069 -1.3148 0.178
H -0.2928 -0.1933 1.3535 0.321
H -1.9921 -0.3636 0.8404 0.342
H -1.3868 1.2215 1.1158 0.199
H -0.0484 0.7088 -2.4545 0.382
H 2.2998 -0.8734 0.1661 0.341
```

---

Here is the molecule C33H33N3O5 in a non-equilibrium geometry from the Open Molecules 2025 dataset. Energies are from ωB97M-V/def2-TZVPD.

The highest occupied orbital energy is -7.080 eV. The total energy is -1817.7006 Ha. The lowest unoccupied orbital energy is -1.3 eV. As for the spin multiplicity: 1.

Geometry as XYZ:
```
74
Properties=species:S:1:pos:R:3:mulliken_charge:R:1
C 5.4935 -0.8599 -1.9284 -1.087
N 4.2484 -0.8441 -1.1927 0.229
C 3.3919 0.2299 -1.1215 -1.168
C 2.1693 -0.1788 -0.5823 0.094
C 0.9064 0.6432 -0.7611 0.703
C -0.3482 -0.1580 -1.1236 -0.407
C -0.2558 -1.3341 -1.8608 -0.917
C -1.3591 -2.1624 -2.0299 0.498
C -2.6261 -1.7477 -1.5389 0.117
N -3.7093 -2.5772 -1.6400 0.038
C -3.6673 -3.7592 -2.4754 -0.655
C -2.3218 -4.4554 -2.4027 -0.874
C -1.1760 -3.4862 -2.6878 -0.725
C -5.0487 -2.0994 -1.3658 -0.660
C -5.0623 -1.1016 -0.2191 -0.910
C -4.0830 0.0334 -0.4997 -0.796
C -2.7520 -0.4626 -0.9507 0.305
C -1.6195 0.3257 -0.7887 -1.225
C 2.3193 -1.5703 -0.2120 0.298
C 1.4725 -2.5749 0.2633 0.420
C 1.8602 -3.9174 0.1500 -0.900
C 3.1084 -4.2755 -0.3814 -0.663
C 4.0162 -3.2899 -0.7966 -0.847
C 3.6206 -1.9681 -0.6561 -0.365
H 6.0565 -1.7595 -1.6703 0.348
H 5.3111 -0.8635 -3.0120 0.332
H 6.0757 0.0304 -1.6749 0.349
H 3.6835 1.1984 -1.5294 0.636
H 1.1169 1.2693 -1.6511 0.895
H 0.7008 -1.6552 -2.2700 0.605
H -4.4676 -4.4281 -2.1377 0.402
H -3.8887 -3.4893 -3.5246 0.284
H -2.1822 -4.8955 -1.4075 0.285
H -2.3093 -5.2723 -3.1277 0.384
H -1.0783 -3.3343 -3.7762 0.296
H -0.2319 -3.9368 -2.3492 0.263
H -5.4860 -1.6280 -2.2685 0.280
H -5.6721 -2.9717 -1.1268 0.403
H -6.0767 -0.7138 -0.0911 0.385
H -4.7795 -1.6102 0.7106 0.298
H -4.5095 0.6863 -1.2766 0.315
H -3.9616 0.6479 0.3977 0.337
H -1.7487 1.3133 -0.3531 0.755
H 0.5350 -2.3017 0.7405 0.509
H 1.1744 -4.7040 0.4759 0.435
H 3.3857 -5.3250 -0.4606 0.384
H 4.9892 -3.5273 -1.2251 0.203
C 3.8702 5.0840 -0.2638 -1.238
C 3.3220 4.0805 0.7078 -0.217
O 2.4263 3.2131 -0.0297 -0.272
C 1.9175 2.2828 0.8104 -0.985
C 0.6485 1.6229 0.2989 1.360
C 0.0752 1.0409 1.5745 0.164
O 0.1560 -0.1495 1.8555 -0.665
C -0.5955 2.0113 2.4869 0.591
C -0.6861 3.4042 2.2477 -0.376
C -1.2528 4.2541 3.1861 -0.750
C -1.7514 3.7193 4.3869 -0.203
N -2.1538 4.5836 5.4431 0.939
O -2.5576 4.0675 6.5100 -0.589
O -2.0770 5.8213 5.2836 -0.586
C -1.7481 2.3267 4.6075 -0.461
C -1.1808 1.4843 3.6659 -0.582
O 2.4428 1.9953 1.8709 -0.608
H 4.5456 5.7495 0.2802 0.407
H 4.4386 4.6051 -1.0684 0.308
H 3.0660 5.6874 -0.7015 0.297
H 4.1102 3.4723 1.1657 0.313
H 2.7246 4.5707 1.4925 0.287
H 0.0031 2.4270 -0.1044 1.087
H -0.3179 3.8318 1.3158 0.435
H -1.2929 5.3265 3.0188 0.480
H -2.1762 1.9426 5.5293 0.484
H -1.1712 0.4060 3.8386 0.492
```

---

Here is a 4-piece molecular cluster, C12H33BrO4P overall from the Open Molecules 2025 dataset. Energies are from ωB97M-V/def2-TZVPD.

The highest occupied orbital energy is -10.899 eV. The total energy is -3693.0214 Ha. For the energy relative to the best compared isomer or geometry (same formula, charge and spin), the calculation gives 0.000 eV. The lowest unoccupied orbital energy is -4.4 eV. As for the spin multiplicity: 1. The total charge is +1.

Geometry as XYZ:
```
51
Properties=species:S:1:pos:R:3:mulliken_charge:R:1
O 8.9449 2.7034 -4.0692 -0.395
P 7.5141 3.2331 -4.4249 0.372
Br 6.0061 1.7953 -4.2564 0.265
H 9.3703 2.1086 -4.7091 0.386
H 7.4915 3.7423 -5.7190 0.195
H 7.2947 4.2574 -3.5178 0.188
C 0.5913 -0.5589 -2.4601 -0.787
C 1.7273 -0.9236 -3.3942 -0.503
O 2.8560 -0.0568 -3.2958 -0.382
C 3.4608 0.0269 -2.0202 -0.011
C 4.0075 -1.2856 -1.4877 -1.112
H 0.2608 0.4654 -2.6294 0.145
H -0.2561 -1.2217 -2.6319 0.471
H 0.8652 -0.6503 -1.4090 0.228
H 1.4074 -0.8355 -4.4318 0.329
H 2.0350 -1.9637 -3.2420 0.312
H 2.7862 0.4865 -1.2901 0.175
H 4.2796 0.7336 -2.1734 0.145
H 3.2135 -2.0065 -1.2961 0.272
H 4.5302 -1.1147 -0.5461 0.417
H 4.7050 -1.7330 -2.1978 0.287
C -0.5290 3.3140 0.5461 -1.120
C -1.1263 2.5390 -0.6166 -0.264
O -1.3576 1.1711 -0.3457 -0.297
C -2.2574 0.8900 0.7182 -0.204
C -3.6540 1.4481 0.5152 -1.019
H 0.4037 2.8534 0.8754 0.288
H -0.3221 4.3399 0.2390 0.407
H -1.2050 3.3571 1.4002 0.250
H -0.4283 2.5413 -1.4561 0.318
H -2.0433 3.0276 -0.9653 0.290
H -1.8427 1.2336 1.6726 0.269
H -2.3046 -0.1965 0.7704 0.155
H -3.6664 2.5386 0.4829 0.323
H -4.2929 1.1338 1.3406 0.283
H -4.0843 1.0748 -0.4147 0.306
C -3.8580 -4.2632 3.0277 -1.091
C -2.8595 -3.1299 2.8700 -0.373
O -3.4498 -1.8479 2.7452 -0.293
C -4.2497 -1.4219 3.8348 -0.270
C -3.5062 -1.3295 5.1558 -1.100
H -4.5593 -4.2751 2.1930 0.310
H -3.3307 -5.2172 3.0514 0.385
H -4.4303 -4.1816 3.9523 0.272
H -2.2945 -3.2623 1.9468 0.313
H -2.1354 -3.1435 3.6929 0.336
H -5.1332 -2.0614 3.9386 0.298
H -4.6067 -0.4338 3.5433 0.272
H -3.1517 -2.3023 5.4978 0.268
H -4.1704 -0.9331 5.9240 0.402
H -2.6455 -0.6653 5.0660 0.288
```

---

Repeat the first record exactly.
Here is CH5O3P as an isolated structure in a non-equilibrium geometry from the Open Molecules 2025 dataset. Energies are from ωB97M-V/def2-TZVPD.

The highest occupied orbital energy (alpha / beta) is -5.477 / -10.751 eV. The total energy is -608.0065 Ha. For the energy relative to the best compared isomer or geometry (same formula, charge and spin), the calculation gives 0.000 eV. The lowest unoccupied orbital energy (alpha / beta) is 0.8 / -2.5 eV. As for the spin multiplicity: 3.

Geometry as XYZ:
```
10
Properties=species:S:1:pos:R:3:mulliken_charge:R:1
C -1.1259 0.1073 0.7988 -0.706
O 0.1739 -0.2224 -2.7049 -0.364
O 2.1859 -0.4850 -0.7156 -0.467
O -0.6305 0.2707 -0.5149 -0.225
P 0.0765 -0.9069 -1.3148 0.178
H -0.2928 -0.1933 1.3535 0.321
H -1.9921 -0.3636 0.8404 0.342
H -1.3868 1.2215 1.1158 0.199
H -0.0484 0.7088 -2.4545 0.382
H 2.2998 -0.8734 0.1661 0.341
```

---

Question: Which formula does entry 1 have?
Answer: CH5O3P